Below is C34H36Cl3N4O5Pr as an isolated structure in a non-equilibrium geometry, with properties calculated with wB97M-V/def2-TZVPD.

```
83
Properties=species:S:1:pos:R:3
Pr -0.019 -0.220 1.701
C -4.283 5.266 -1.763
C -5.178 5.134 -2.820
C -5.812 3.889 -2.683
C -5.333 3.248 -1.519
C -4.335 4.120 -0.972
H -3.812 6.156 -1.426
H -5.479 5.921 -3.502
H -6.578 3.521 -3.327
H -5.780 2.347 -1.068
H -3.637 3.900 -0.155
C 0.604 -4.895 -5.125
O 0.723 -3.901 -4.090
C 1.104 -2.648 -4.450
C 1.493 -2.311 -5.747
C 2.105 -1.110 -5.963
C 2.371 -0.247 -4.948
C 1.924 -0.572 -3.672
C 1.355 -1.783 -3.383
N 0.994 -2.317 -2.110
C 0.985 -1.637 -0.915
N 1.863 -2.053 0.072
C 2.620 -1.160 0.885
C 2.352 0.157 1.093
C 3.335 1.111 1.429
C 4.499 0.637 1.919
C 4.709 -0.736 2.053
C 3.745 -1.670 1.640
O 3.671 -3.025 1.836
C 4.149 -3.588 3.059
N 0.210 -0.608 -0.675
C -0.771 -0.150 -1.673
C -0.405 0.986 -2.370
C -1.151 1.487 -3.430
C -2.372 0.860 -3.680
C -2.894 -0.148 -2.925
C -2.030 -0.809 -2.008
O -2.404 -1.843 -1.223
C -3.659 -2.435 -1.576
H -0.128 -5.619 -4.787
H 1.565 -5.371 -5.179
H 0.318 -4.494 -6.114
H 1.249 -3.019 -6.546
H 2.430 -0.914 -6.993
H 2.764 0.748 -5.107
H 2.136 0.128 -2.838
H 0.925 -3.311 -2.062
H 2.409 -2.890 -0.135
H 3.142 2.169 1.278
H 5.262 1.304 2.295
H 5.671 -1.099 2.464
H 3.799 -4.621 3.143
H 3.758 -3.045 3.952
H 5.258 -3.578 3.155
H 0.575 1.428 -2.140
H -0.793 2.352 -3.985
H -2.968 1.142 -4.545
H -3.898 -0.419 -3.112
H -3.830 -3.269 -0.910
H -3.562 -2.950 -2.543
H -4.503 -1.798 -1.589
Cl -2.590 -1.020 2.054
C -3.325 0.808 2.617
Cl -3.420 0.855 4.352
Cl -4.910 0.821 1.848
C -2.433 1.978 2.098
O -2.827 3.114 2.199
O -1.190 1.685 1.682
C 0.675 2.397 5.142
C 1.341 1.186 5.885
C 2.879 1.267 5.927
C 0.771 0.957 7.276
C 1.007 0.045 4.996
N 0.561 -0.490 4.051
H 0.919 3.397 5.464
H -0.403 2.250 5.254
H 0.929 2.361 4.059
H 3.107 2.199 6.412
H 3.296 1.170 4.907
H 3.212 0.458 6.595
H 0.982 1.871 7.906
H 1.247 0.112 7.829
H -0.284 0.829 7.253
```

Its spin multiplicity is 3. The expectation value of S² is 2.04. The value obtained for the LUMO energy (spin up / spin down) is -1.453 / -1.613 eV. The calculation puts the molar mass at 828.0 g/mol.

Just the Löwdin charges please, in e? Sure, here they are:
1. Pr 1.062
2. C -0.238
3. C -0.219
4. C -0.235
5. C -0.217
6. C -0.212
7. H 0.050
8. H 0.059
9. H 0.042
10. H 0.038
11. H 0.045
12. C -0.040
13. O -0.092
14. C -0.219
15. C -0.021
16. C -0.106
17. C -0.081
18. C -0.030
19. C -0.151
20. N 0.155
21. C -0.343
22. N 0.144
23. C -0.267
24. C -0.215
25. C -0.121
26. C -0.130
27. C -0.026
28. C -0.215
29. O -0.106
30. C -0.069
31. N 0.013
32. C -0.155
33. C -0.055
34. C -0.044
35. C -0.068
36. C -0.007
37. C -0.191
38. O -0.107
39. C -0.065
40. H 0.091
41. H 0.093
42. H 0.087
43. H 0.103
44. H 0.117
45. H 0.111
46. H 0.121
47. H 0.138
48. H 0.160
49. H 0.103
50. H 0.104
51. H 0.120
52. H 0.089
53. H 0.098
54. H 0.095
55. H 0.119
56. H 0.115
57. H 0.118
58. H 0.100
59. H 0.087
60. H 0.105
61. H 0.080
62. Cl 0.510
63. C -1.256
64. Cl 0.685
65. Cl 0.686
66. C -0.697
67. O 0.112
68. O -0.252
69. C 0.001
70. C -0.560
71. C -0.021
72. C -0.042
73. C -0.042
74. N 0.106
75. H 0.094
76. H 0.086
77. H 0.099
78. H 0.088
79. H 0.094
80. H 0.094
81. H 0.119
82. H 0.104
83. H 0.073

=====

Below is a 2-piece molecular cluster, C4H11N4 overall in a non-equilibrium geometry, with properties calculated with wB97M-V/def2-TZVPD.

```
19
Properties=species:S:1:pos:R:3
C -1.283 0.017 1.611
C 1.713 0.072 -0.418
C 2.344 0.280 0.896
C -1.517 -0.742 -1.782
N -1.533 1.264 1.778
N -1.646 2.373 1.809
N 0.453 -0.099 -0.574
N -0.181 -0.194 -1.751
H -0.256 -0.068 0.340
H -0.720 -0.441 2.415
H 2.350 0.084 -1.296
H 2.718 1.302 0.969
H 3.212 -0.371 0.995
H 1.662 0.097 1.720
H -2.216 -0.038 -1.330
H -1.805 -0.879 -2.821
H -1.584 -1.709 -1.276
H -2.122 -0.576 1.268
H 0.410 -0.371 -2.554
```

As for the charge: +1. For the energy relative to the best compared isomer or geometry (same formula, charge and spin), the calculation gives 400.4 kJ/mol. The value obtained for the LUMO energy is -3.314 eV. The calculation puts the molar mass at 115.2 g/mol.

Just the natural (NBO) charges please, in e? Sure, here they are:
1. C -0.627
2. C 0.167
3. C -0.675
4. C -0.430
5. N 0.119
6. N 0.143
7. N -0.246
8. N -0.406
9. H 0.410
10. H 0.266
11. H 0.211
12. H 0.262
13. H 0.262
14. H 0.228
15. H 0.206
16. H 0.247
17. H 0.200
18. H 0.268
19. H 0.394